1.
Entry from the Open Molecules 2025 dataset: the molecule C5H9BN2O3 at a distorted geometry (the ωB97M-V functional and the def2-TZVPD basis).

Properties
HOMO level	-7.8	eV
SMILES string	CO/C=N/C=C\C=N\B(O)O
DFT total energy	-556.0318	hartree
energy above the lowest of the compared OMol25 structures with the same formula, charge and spin	1.8850	eV
gap between HOMO and LUMO	8.16	eV

Last column: Mulliken charge in e.
Element x y z (Å)
B (-2.107, 0.104, 0.334)  0.506
C (0.769, -2.184, 0.211)  -0.718
C (-0.554, -1.672, -0.075)  -0.054
C (1.771, -1.463, 0.874)  -0.112
C (0.776, 0.656, 1.194)  0.435
C (1.167, 1.773, -0.881)  -0.548
N (1.832, -0.157, 1.132)  -0.595
N (-0.826, -0.461, 0.333)  -0.237
O (-3.167, -0.722, -0.116)  -0.601
O (-2.320, 1.359, 0.921)  -0.567
O (0.732, 1.710, 0.431)  -0.314
H (0.976, -3.207, 0.111)  0.369
H (-1.098, -2.162, -0.789)  0.509
H (2.833, -1.916, 0.940)  0.304
H (0.200, 0.986, 2.103)  0.311
H (0.750, 2.678, -1.331)  0.202
H (0.796, 0.768, -1.278)  0.261
H (2.221, 1.851, -0.894)  0.290
H (-4.106, -0.558, 0.163)  0.287
H (-3.161, 1.694, 0.773)  0.273



2.
Entry from the Open Molecules 2025 dataset: a structure of composition C5H9BeO3 at a distorted geometry (the ωB97M-V functional and the def2-TZVPD basis).

Properties
HOMO level (spin up / spin down)	-14.7 / -10.9	eV
total charge	+1
DFT total energy	-435.9823	hartree
energy above the lowest of the compared OMol25 structures with the same formula, charge and spin	3.3014	eV
gap between HOMO and LUMO (spin up / spin down)	10.32 / 5.46	eV

Last column: Mulliken charge in e.
Element x y z (Å)
O (-0.772, 0.915, 0.290)  -0.035
C (-0.589, -0.106, 1.177)  0.776
O (-1.685, -0.476, 1.655)  -0.279
Be (-2.155, 0.490, 0.386)  0.013
O (0.525, -0.704, 1.100)  -0.240
C (0.706, -2.216, 1.271)  -0.011
C (0.350, 1.550, -0.383)  0.064
H (1.111, 1.779, 0.371)  0.335
H (0.766, 0.818, -1.085)  0.256
C (-0.153, 2.787, -1.077)  -1.314
H (-0.892, 2.537, -1.850)  0.373
H (-0.599, 3.491, -0.361)  0.354
H (0.698, 3.280, -1.565)  0.383
C (0.292, -2.830, -0.053)  -0.944
H (1.808, -2.231, 1.315)  0.268
H (-0.799, -2.921, -0.168)  0.313
H (0.697, -3.854, -0.076)  0.367
H (0.691, -2.309, -0.948)  0.322



3.
Entry from the Open Molecules 2025 dataset: the molecule C5H9Br3O at a distorted geometry (the ωB97M-V functional and the def2-TZVPD basis).

Properties
HOMO level	-10.1	eV
SMILES string	CC(C)(C)C(Br)(Br)OBr
DFT total energy	-7993.1057	hartree
energy above the lowest of the compared OMol25 structures with the same formula, charge and spin	1.8706	eV
gap between HOMO and LUMO	8.98	eV

Last column: Mulliken charge in e.
Element x y z (Å)
C (0.600, 1.159, -0.984)  -1.451
C (0.890, 0.220, 1.438)  -1.289
C (0.797, -1.250, -0.480)  -1.661
C (0.259, 0.043, 0.030)  1.436
C (-1.312, -0.127, 0.149)  0.312
O (-1.813, -0.149, -1.085)  -0.308
Br (-1.907, -1.774, 1.085)  -0.092
Br (-1.954, 1.510, 1.209)  -0.113
Br (-3.593, 0.130, -1.397)  0.095
H (-0.029, 1.092, -1.839)  0.423
H (1.700, 1.311, -1.377)  0.315
H (0.283, 2.213, -0.584)  0.300
H (0.310, 0.799, 2.163)  0.318
H (2.009, 0.572, 1.520)  0.306
H (0.946, -0.750, 2.021)  0.319
H (0.609, -2.184, 0.271)  0.311
H (1.865, -1.218, -0.736)  0.417
H (0.340, -1.597, -1.405)  0.360



4.
Entry from the Open Molecules 2025 dataset: the ion C5H9BrClN2O3 with charge -1 (the ωB97M-V functional and the def2-TZVPD basis).

Properties
HOMO level	-4.3	eV
SMILES string	N[C@@](O)(C(=O)[O-])N(Br)CCCCl
total charge	-1
DFT total energy	-3565.4184	hartree
gap between HOMO and LUMO	7.33	eV

Last column: Mulliken charge in e.
Element x y z (Å)
N (1.092, -1.552, -0.111)  -0.633
C (1.497, -0.272, 0.394)  0.359
O (2.212, -0.512, 1.591)  -0.570
C (2.347, 0.482, -0.697)  0.584
O (3.133, 1.336, -0.279)  -0.686
O (2.064, 0.148, -1.870)  -0.720
N (0.304, 0.519, 0.815)  -0.203
Br (0.753, 1.961, 1.943)  -0.104
C (-0.474, 1.004, -0.337)  -0.590
C (-1.967, 0.765, -0.113)  -0.830
C (-2.350, -0.693, 0.028)  -0.392
Cl (-2.277, -1.543, -1.552)  -0.246
H (0.587, -1.491, -0.984)  0.278
H (0.550, -2.025, 0.603)  0.229
H (2.863, -1.176, 1.342)  0.423
H (-0.336, 2.078, -0.450)  0.351
H (-0.135, 0.523, -1.253)  0.416
H (-2.528, 1.181, -0.953)  0.415
H (-2.287, 1.293, 0.787)  0.315
H (-1.678, -1.208, 0.709)  0.233
H (-3.368, -0.817, 0.387)  0.371



5.
Entry from the Open Molecules 2025 dataset: a structure of composition C5H9BrCoNO at a distorted geometry (the ωB97M-V functional and the def2-TZVPD basis).

Properties
2S+1	4
HOMO level (spin up / spin down)	-12.6 / -11.8	eV
expectation value of S²	3.77
total charge	+1
DFT total energy	-4282.3244	hartree
energy above the lowest of the compared OMol25 structures with the same formula, charge and spin	0.3002	eV
gap between HOMO and LUMO (spin up / spin down)	8.34 / 4.43	eV

Last column: Mulliken charge in e.
Element x y z (Å)
Co (2.371, 2.859, -4.200)  0.490
Br (1.063, 1.595, -2.541)  -0.460
C (-1.480, 2.043, 0.129)  -0.283
O (-1.805, 2.468, -1.136)  -0.387
H (-2.231, 2.310, 0.872)  0.307
H (-1.392, 0.958, 0.189)  -0.083
H (-0.522, 2.439, 0.468)  0.274
H (-1.075, 2.125, -1.656)  0.191
N (0.794, -0.929, -0.090)  0.288
C (-0.420, -1.484, 0.106)  -0.322
C (-0.398, -2.321, 1.209)  -0.342
C (0.898, -2.266, 1.738)  -0.210
C (1.596, -1.366, 0.948)  -0.266
H (1.084, -0.306, -0.830)  0.067
H (-1.250, -1.315, -0.564)  0.487
H (-1.113, -2.982, 1.676)  0.424
H (1.267, -2.802, 2.600)  0.415
H (2.613, -1.026, 1.081)  0.409



6.
Entry from the Open Molecules 2025 dataset: the molecule C5H9BrN2 at a distorted geometry (the ωB97M-V functional and the def2-TZVPD basis).

Properties
HOMO level (spin up / spin down)	-6.5 / -6.5	eV
SMILES string	CC1=C(Br)CNN1C
DFT total energy	-2879.2611	hartree
energy above the lowest of the compared OMol25 structures with the same formula, charge and spin	2.8711	eV
gap between HOMO and LUMO (spin up / spin down)	7.13 / 7.13	eV

Last column: Mulliken charge in e.
Element x y z (Å)
C (-2.170, 0.227, 0.641)  -0.466
C (-0.715, -0.605, 0.229)  0.524
C (-1.683, 1.651, 0.229)  -0.420
C (-0.551, -2.029, 0.666)  -1.055
C (1.561, 0.325, -0.440)  -0.742
N (-0.275, 1.667, -0.031)  -0.674
N (0.198, 0.340, -0.123)  0.289
Br (-3.839, -0.307, 0.000)  -0.146
H (-2.247, 1.919, -0.625)  0.356
H (-1.841, 2.368, 1.007)  0.237
H (0.156, -2.103, 1.526)  0.271
H (-0.242, -2.785, -0.105)  0.326
H (-1.576, -2.357, 1.027)  0.294
H (2.192, 0.814, 0.406)  0.295
H (2.184, -0.624, -0.648)  0.291
H (1.569, 0.981, -1.226)  0.305
H (-0.233, 2.106, -1.003)  0.313



7.
Entry from the Open Molecules 2025 dataset: the ion C5H9BrN3 with charge +1 at a distorted geometry (the ωB97M-V functional and the def2-TZVPD basis).

Properties
2S+1	3
HOMO level (spin up / spin down)	-10.2 / -13.5	eV
expectation value of S²	2.02
total charge	+1
DFT total energy	-2933.7253	hartree
energy above the lowest of the compared OMol25 structures with the same formula, charge and spin	1.1101	eV
gap between HOMO and LUMO (spin up / spin down)	6.45 / 7.10	eV

Last column: Mulliken charge in e.
Element x y z (Å)
C (-1.301, -1.888, 0.408)  -0.480
C (0.022, -1.821, 0.802)  -0.477
C (-2.022, -0.674, 0.045)  0.021
C (1.042, -0.729, 0.698)  -0.196
C (0.969, 0.067, -0.536)  0.079
N (-1.483, 0.423, -0.187)  -0.433
N (1.332, 1.309, -0.655)  0.178
N (1.078, 2.111, -1.730)  -0.718
Br (0.348, -0.775, -2.109)  -0.026
H (-1.942, -2.757, 0.498)  0.387
H (0.575, -2.609, 1.211)  0.417
H (-3.091, -0.915, -0.002)  0.354
H (1.353, -0.286, 1.674)  0.364
H (2.022, -1.308, 0.573)  0.361
H (1.508, 1.894, 0.135)  0.309
H (1.198, 1.601, -2.729)  0.317
H (-2.126, 1.197, -0.293)  0.233
H (1.744, 2.958, -1.692)  0.314



8.
Entry from the Open Molecules 2025 dataset: a cluster of 2 separate species, C5H9Cl in total at a distorted geometry (the ωB97M-V functional and the def2-TZVPD basis).

Properties
HOMO level (spin up / spin down)	-8.8 / -8.0	eV
DFT total energy	-655.9031	hartree
energy above the lowest of the compared OMol25 structures with the same formula, charge and spin	5.2977	eV
gap between HOMO and LUMO (spin up / spin down)	9.44 / 7.75	eV

Last column: Mulliken charge in e.
Element x y z (Å)
C (1.454, -0.865, 1.545)  -0.303
C (0.575, 0.028, 1.175)  0.189
C (0.278, 1.428, 1.252)  -1.046
C (-0.651, -0.127, -2.007)  -0.599
C (-1.409, -0.767, -0.851)  -0.934
Cl (1.286, -2.447, 0.775)  -0.191
H (2.359, -0.816, 2.066)  0.407
H (0.999, 2.064, 0.834)  0.310
H (-0.649, 1.711, 0.685)  0.216
H (0.081, 1.837, 2.196)  0.378
H (0.235, -0.679, -1.901)  0.212
H (-1.061, -0.407, -2.946)  0.335
H (-0.307, 0.923, -1.840)  0.217
H (-1.196, -1.818, -0.734)  0.419
H (-1.994, -0.065, -0.249)  0.391